Entry 1:
A structure of composition H8O4Rb in a non-equilibrium geometry, computed with the ωB97M-V functional and the def2-TZVPD basis.

Geometry as XYZ:
```
13
H8O4Rb the ωB97M-V functional and the def2-TZVPD basis
Rb -1.43 -0.07 -0.04
O -1.06 1.79 1.93
O 0.11 -2.08 1.28
O -1.18 -0.41 -3.02
O 1.29 0.48 -0.12
H 0.67 -2.83 1.14
H 1.51 1.23 -0.68
H -0.97 -0.47 -3.95
H -0.77 1.77 2.87
H 0.54 -1.60 2.00
H -0.36 2.37 1.59
H 1.97 -0.20 -0.18
H -0.33 0.02 -2.81
```

As for the gap between HOMO and LUMO: 12.1132 eV. The molecular weight comes out at 157.5 g mol⁻¹. As for the HOMO energy: -15.61 eV. The relative energy (zero: lowest compared OMol25 entry of this formula, charge and spin) is 49.6 kJ/mol. The value obtained for the LUMO energy is -3.5 eV. Its charge is +1. As for the spin multiplicity: 1.



Entry 2:
An isolated molecule of C19H23N3O6S in a non-equilibrium geometry, computed with the ωB97M-V functional and the def2-TZVPD basis.

Geometry as XYZ:
```
52
C19H23N3O6S the ωB97M-V functional and the def2-TZVPD basis
S -4.26 -0.97 1.23
O -2.09 3.46 -0.16
O 4.03 0.40 -1.22
O 4.83 0.96 1.46
O 0.03 3.47 0.20
O -4.13 -2.37 1.54
O -5.03 -0.13 2.10
N -1.07 2.91 0.22
N -4.81 -0.79 -0.32
N 1.23 1.31 0.96
C 3.82 1.66 -0.61
C 6.96 -1.88 0.64
C -2.43 1.01 0.77
C 5.39 -0.06 0.73
C 6.39 -0.83 1.32
C -5.86 0.16 -0.61
C 5.56 -1.42 -1.26
C -0.01 0.80 1.01
C 6.54 -2.18 -0.65
C -1.50 -1.08 1.45
C -0.23 -0.55 1.40
C -4.47 -1.83 -1.26
C 3.65 1.50 0.90
C 4.99 -0.35 -0.58
C -3.17 -1.54 -2.00
C -1.15 1.57 0.68
C 2.45 0.60 1.24
C -2.60 -0.29 1.14
C -5.48 1.16 -1.69
H -6.28 1.88 -1.81
H -2.98 -2.33 -2.73
H -5.30 -1.94 -1.97
H -6.77 -0.38 -0.92
H -6.07 0.67 0.33
H 5.23 -1.62 -2.26
H 6.69 -0.58 2.33
H 0.61 -1.16 1.66
H 2.92 2.07 -1.07
H -2.34 -1.50 -1.31
H 4.67 2.32 -0.81
H -1.67 -2.10 1.75
H 7.73 -2.47 1.11
H 1.28 2.30 0.72
H -4.57 1.70 -1.43
H 2.51 0.32 2.30
H 3.53 2.48 1.38
H 6.97 -3.01 -1.18
H -3.29 1.63 0.54
H -3.22 -0.59 -2.52
H 2.50 -0.31 0.64
H -5.32 0.67 -2.65
H -4.37 -2.76 -0.70
```

As for the gap between HOMO and LUMO: 7.8857 eV. The molecular weight comes out at 421.5 g mol⁻¹. The SMILES is CCN(CC)S(=O)(=O)c1ccc(NC[C@@H]2COc3ccccc3O2)c([N+](=O)[O-])c1. As for the HOMO energy: -8.69 eV. The relative energy (zero: lowest compared OMol25 entry of this formula, charge and spin) is 374.5 kJ/mol. The value obtained for the LUMO energy is -0.8 eV. Its charge is 0. As for the spin multiplicity: 1.



Entry 3:
A cluster of 3 separate species, C24H52BFNO3S2 in total in a non-equilibrium geometry, computed with the ωB97M-V functional and the def2-TZVPD basis.

Geometry as XYZ:
```
84
C24H52BFNO3S2 the ωB97M-V functional and the def2-TZVPD basis
S -1.47 0.20 -2.15
S 2.18 -0.42 1.51
F -4.30 -1.15 0.30
O 3.97 -1.06 -3.85
O 3.03 0.57 -2.71
O 0.73 -3.14 0.90
N -1.49 -0.42 -0.47
C 0.60 5.91 1.99
C 2.45 5.36 4.47
C -1.37 -2.33 2.03
C -0.85 -7.54 -2.47
C 3.26 6.65 4.55
C -1.01 -6.23 -3.24
C -4.35 -0.04 -0.52
C 2.51 4.65 3.12
C -3.48 1.05 0.04
C 4.76 6.44 4.36
C 2.06 5.47 1.92
C -3.44 -4.89 -1.78
C -2.00 -4.88 -1.27
C 3.07 -0.34 -3.75
C -0.92 -4.99 -2.35
C 0.85 0.21 0.39
C -2.07 0.59 0.44
C -0.11 -0.91 -0.07
C 2.57 -0.09 -1.50
C 1.95 -0.38 -4.74
C 0.17 1.38 1.16
C -1.15 1.81 0.51
C 1.63 0.85 -0.79
C -3.77 -3.72 -2.70
B -0.20 -2.15 0.96
H 1.40 5.59 4.72
H 2.70 6.35 1.80
H -1.14 -1.91 3.01
H 1.08 -0.85 -4.27
H -1.88 -5.69 -0.55
H -1.83 -3.95 -0.71
H 3.45 -0.30 -0.90
H 0.06 -4.98 -1.86
H 1.65 0.61 -5.08
H -5.39 0.26 -0.59
H 2.12 -1.04 -1.80
H -4.05 -0.33 -1.52
H 3.10 7.10 5.54
H 2.90 7.38 3.83
H 0.42 6.56 2.85
H -0.89 -8.39 -3.15
H -0.23 -6.17 -3.99
H -1.50 -3.41 2.16
H -4.82 -3.76 -3.00
H 5.15 5.74 5.10
H 2.20 4.87 1.01
H -1.66 2.49 1.18
H 0.11 -7.57 -1.95
H -2.33 -1.98 1.65
H 1.88 3.74 3.18
H -1.64 -7.67 -1.73
H -0.95 -4.10 -2.99
H 0.05 1.15 2.22
H 0.33 6.47 1.10
H 1.10 -3.22 1.79
H 0.94 1.36 -1.46
H 3.53 4.29 2.95
H -1.03 2.30 -0.45
H -0.06 5.04 2.07
H 0.85 2.22 1.10
H 4.99 6.04 3.37
H -3.96 1.44 0.93
H 0.32 -1.35 -0.96
H 2.79 4.67 5.25
H -0.91 -0.81 -2.85
H -3.17 -3.73 -3.61
H -4.11 -4.86 -0.92
H -1.96 -6.24 -3.78
H 2.24 1.62 -0.33
H 5.30 7.38 4.46
H -3.41 1.88 -0.67
H -2.13 0.23 1.46
H -3.61 -2.77 -2.19
H -3.65 -5.83 -2.30
H 1.64 -0.10 2.70
H -2.10 -1.25 -0.51
H 2.23 -0.97 -5.59
```

As for the gap between HOMO and LUMO: 9.1124 eV. The molecular weight comes out at 496.6 g mol⁻¹. As for the HOMO energy: -12.61 eV. The value obtained for the LUMO energy is -3.5 eV. Its charge is +1. As for the spin multiplicity: 1.



Entry 4:
A cluster of 3 separate species, C4H10N4 in total in a non-equilibrium geometry, computed with the ωB97M-V functional and the def2-TZVPD basis.

Geometry as XYZ:
```
18
C4H10N4 the ωB97M-V functional and the def2-TZVPD basis
N 0.33 0.96 -0.06
N 0.39 0.38 1.25
N 0.41 -1.47 -1.78
N -0.02 -2.03 0.54
C 0.36 -2.50 -0.78
C 0.82 2.43 0.08
C -0.98 0.84 -0.27
C 0.12 -0.91 1.30
H 0.70 -3.77 -1.00
H 0.31 -1.21 2.38
H -0.35 3.43 -0.68
H -0.93 -2.56 1.14
H 0.64 2.63 1.36
H -0.01 -0.34 -1.47
H 2.11 2.28 -0.54
H -1.78 1.35 0.29
H -1.16 0.91 -1.44
H -0.95 -0.41 -0.34
```

As for the gap between HOMO and LUMO: 8.9590 eV. The molecular weight comes out at 114.2 g mol⁻¹. As for the HOMO energy: -8.66 eV. The relative energy (zero: lowest compared OMol25 entry of this formula, charge and spin) is 1267.0 kJ/mol. The value obtained for the LUMO energy is 0.3 eV. Its charge is 0. As for the spin multiplicity: 1.



Entry 5:
A structure of composition C43H39CrN3O3P2 in a non-equilibrium geometry, computed with the ωB97M-V functional and the def2-TZVPD basis.

Geometry as XYZ:
```
91
C43H39CrN3O3P2 the ωB97M-V functional and the def2-TZVPD basis
Cr -0.76 0.38 -0.58
P -0.38 0.65 1.96
P -0.60 -2.16 0.10
O 1.69 -2.13 -3.48
O 0.64 -0.42 -1.74
O -2.13 1.65 -0.13
N -1.93 0.20 -2.22
N 0.40 1.95 -1.11
N 1.64 1.64 -1.69
C -1.10 3.77 -0.58
C 2.85 -0.16 -2.66
C -1.50 -3.36 -0.94
C 0.12 3.20 -1.06
C -2.36 5.79 -0.12
C -0.01 -2.13 2.88
C -2.09 -4.51 -0.42
C 3.62 2.71 2.94
C -4.06 1.80 3.26
C 1.41 2.78 1.99
C 1.53 -3.89 -0.56
C 2.62 3.40 2.27
C -3.81 2.93 4.04
C 1.17 -2.64 -0.07
C 3.41 1.40 3.34
C -3.44 4.99 0.28
C -3.35 3.61 0.26
C 3.97 -1.85 -3.98
C -0.53 -0.74 3.18
C 1.19 1.46 2.41
C -0.83 -2.84 1.80
C 3.51 -2.13 0.29
C -1.22 5.17 -0.56
C -1.60 -3.11 -2.31
C 3.86 -3.39 -0.19
C 4.06 0.55 -2.60
C 5.20 0.08 -3.21
C -3.71 0.27 -4.10
C 1.66 0.39 -2.00
C -2.18 2.97 -0.16
C -1.47 2.77 3.52
C 2.17 -1.76 0.34
C 2.87 -4.26 -0.62
C -3.01 1.17 2.61
C -1.70 1.65 2.74
C -2.27 -3.99 -3.15
C -2.86 -5.13 -2.62
C -2.71 0.23 -3.04
C -2.52 3.41 4.17
C 5.15 -1.13 -3.91
C 2.82 -1.37 -3.36
C 2.20 0.78 3.07
C -2.77 -5.39 -1.26
H 0.89 3.87 -1.44
H -0.06 -2.72 3.79
H 2.77 4.43 1.96
H -4.36 5.46 0.62
H 0.77 -4.58 -0.91
H -2.32 4.28 4.78
H -3.22 0.31 1.99
H -0.46 3.15 3.65
H -1.60 -0.81 3.36
H 0.63 3.32 1.47
H -2.02 -4.75 0.63
H 3.14 -5.24 -1.01
H 4.90 -3.67 -0.25
H 4.56 3.20 3.16
H -2.44 6.87 -0.11
H 4.19 0.86 3.87
H 2.05 -0.25 3.39
H -1.89 -2.85 2.07
H -1.12 -2.23 -2.73
H 3.90 -2.79 -4.52
H 6.12 0.64 -3.16
H -0.10 -0.34 4.10
H -3.29 -0.15 -5.01
H -3.22 -6.28 -0.85
H 1.04 -2.12 2.59
H 1.92 -0.76 0.67
H -2.31 -3.79 -4.21
H -4.58 -0.31 -3.80
H -4.01 1.30 -4.28
H -0.37 5.77 -0.89
H 6.03 -1.52 -4.40
H -3.39 -5.81 -3.27
H -0.49 -3.88 1.74
H -4.63 3.42 4.55
H 4.07 1.49 -2.06
H -5.06 1.41 3.17
H -4.18 2.99 0.58
H 1.03 -1.75 -2.88
H 4.27 -1.43 0.60
```

As for the gap between HOMO and LUMO (spin up / spin down): 7.0678 / 7.2242 eV. The molecular weight comes out at 759.7 g mol⁻¹. As for the expectation value of S²: 3.803. As for the HOMO energy (spin up / spin down): -10.05 / -10.14 eV. The relative energy (zero: lowest compared OMol25 entry of this formula, charge and spin) is 0.0 kJ/mol. The value obtained for the LUMO energy (spin up / spin down) is -3.0 / -2.9 eV. Its charge is +1. As for the spin multiplicity: 4.



Entry 6:
An isolated molecule of C2HFN2O2 in a non-equilibrium geometry, computed with the ωB97M-V functional and the def2-TZVPD basis.

Geometry as XYZ:
```
8
C2HFN2O2 the ωB97M-V functional and the def2-TZVPD basis
F 0.10 -0.59 1.61
O 1.89 -1.90 0.27
O 1.88 -0.28 -1.16
N 1.41 -0.93 -0.26
N -2.22 -2.00 -0.76
C 0.14 -0.43 0.29
C -1.36 -1.41 -0.30
H -0.09 0.59 -0.01
```

As for the gap between HOMO and LUMO (spin up / spin down): 9.0750 / 6.1049 eV. The molecular weight comes out at 104.0 g mol⁻¹. As for the expectation value of S²: 2.011. As for the HOMO energy (spin up / spin down): -8.93 / -11.67 eV. The relative energy (zero: lowest compared OMol25 entry of this formula, charge and spin) is 377.0 kJ/mol. The value obtained for the LUMO energy (spin up / spin down) is 0.1 / -5.6 eV. Its charge is 0. As for the spin multiplicity: 3.